No. 1
{"formula": "C3H7N3", "method": "ωB97M-V/def2-TZVPD", "species": ["N", "N", "N", "C", "C", "C", "H", "H", "H", "H", "H", "H", "H"], "xyz": [[1.36797, 0.46884, 0.00711], [-0.81272, -0.20309, -0.57737], [2.68722, 0.02399, 0.18104], [-1.83080, -0.50313, 0.35824], [-1.53972, 0.97119, -0.04057], [0.51338, -0.48478, -0.22069], [-2.27405, 1.34239, -0.78507], [-0.96735, 1.56898, 0.56642], [-2.70298, -1.05583, -0.05030], [3.32273, 0.82559, 0.06940], [2.92972, -0.62317, -0.64046], [0.84617, -1.57648, -0.29775], [-1.53956, -0.75449, 1.42998]], "forces_ev_per_a": [[-1.546, -1.511, -0.286], [0.737, -0.015, -0.259], [1.015, -0.896, -1.801], [-0.617, 0.436, 1.752], [-1.677, -3.617, -2.358], [1.737, 1.025, -0.165], [0.911, 0.262, 0.723], [0.822, 1.460, 1.492], [0.521, 0.644, 0.474], [-0.643, -0.392, 0.152], [-0.287, 1.070, 1.646], [-0.652, 1.391, 0.176], [-0.322, 0.145, -1.545]], "mulliken_charge": [-0.198, -0.211, -0.613, -0.367, -0.454, -0.022, 0.211, 0.343, 0.234, 0.277, 0.256, 0.275, 0.268], "e_tot_ev": -7691.9143, "largest_force_ev_per_a": 4.63, "lumo_ev": 1.24, "relative_energy_kj_mol": 266.8}

---

No. 2
{"formula": "C3H7N3", "method": "ωB97M-V/def2-TZVPD", "species": ["N", "N", "N", "C", "C", "C", "H", "H", "H", "H", "H", "H", "H"], "xyz": [[1.77618, 0.94826, -0.02559], [-2.45410, 0.14580, 0.14388], [2.10502, -1.25872, 0.37677], [-1.06095, 0.45970, 0.04292], [-0.20622, -0.53358, -0.14425], [1.27834, -0.32857, 0.09864], [-0.50082, -1.55918, -0.31462], [2.78447, 0.98074, -0.05812], [-2.79967, -0.65418, -0.36490], [1.31290, 1.57204, -0.66442], [1.67262, -2.16294, 0.53894], [-0.80219, 1.47875, 0.28403], [-3.10558, 0.91188, 0.08671]], "forces_ev_per_a": [[-0.128, 0.395, 0.039], [0.726, 0.979, -0.183], [0.164, -0.082, 0.281], [-2.629, -1.310, 0.307], [2.477, 0.602, 0.462], [-0.760, -0.758, -0.841], [-0.197, 0.027, 0.049], [-0.081, -0.011, 0.062], [0.328, -0.032, 0.038], [0.018, -0.072, -0.052], [-0.208, 0.155, -0.145], [0.130, 0.009, 0.044], [0.160, 0.097, -0.061]], "mulliken_charge": [-0.491, -0.486, -0.770, -0.077, -0.478, 0.595, 0.257, 0.279, 0.225, 0.196, 0.205, 0.331, 0.216], "e_tot_ev": -7694.3668, "largest_force_ev_per_a": 2.95, "lumo_ev": 0.94, "relative_energy_kj_mol": 30.2}

---

No. 3
{"formula": "C3H7N3", "method": "ωB97M-V/def2-TZVPD", "species": ["N", "N", "N", "C", "C", "C", "H", "H", "H", "H", "H", "H", "H"], "xyz": [[-1.13484, 0.24442, 0.06579], [-2.07335, -0.75995, 0.60724], [-3.12306, 0.13488, 0.48092], [1.25668, -0.53677, -0.08983], [0.04965, 0.05292, -0.85993], [-2.32305, 0.92616, -0.23684], [-2.41173, 1.89677, -0.59880], [-0.09747, -0.62142, -1.71289], [1.34344, -0.13612, 0.97640], [1.14687, -1.65813, 0.11695], [-1.78548, -1.01732, 1.54446], [0.45975, 1.02249, -1.27872], [2.13243, -0.37602, -0.60720]], "forces_ev_per_a": [[0.059, 0.554, -1.307], [1.968, -1.040, -0.873], [0.652, 1.685, -1.331], [-2.555, -1.560, 3.157], [0.835, -0.321, 0.848], [-0.031, -2.082, 2.558], [-0.508, 1.275, -0.945], [-0.643, 0.244, 0.113], [-0.074, -0.002, -1.539], [0.047, 1.378, -0.643], [-0.389, 0.200, 0.369], [-1.353, -0.648, 0.695], [1.992, 0.317, -1.102]], "mulliken_charge": [0.019, -0.186, -0.543, -1.169, -0.200, -0.081, 0.390, 0.260, 0.298, 0.273, 0.241, 0.284, 0.413], "e_tot_ev": -7691.1577, "largest_force_ev_per_a": 4.35, "lumo_ev": 0.98, "relative_energy_kj_mol": 339.8}